## i
5
Properties=species:S:1:pos:R:3:lowdin_charge:R:1 method="wB97M-V/def2-TZVPD" charge=0
F -0.972 1.279 0.504 -0.3953
Si -1.092 -0.072 -0.346 0.1292
I 0.974 -1.189 0.258 0.5740
H -1.499 0.866 -1.462 -0.1223
H 2.589 -0.883 1.046 -0.1856


## ii
5
Properties=species:S:1:pos:R:3:lowdin_charge:R:1 method="wB97M-V/def2-TZVPD" charge=0
F 1.532 -2.434 -0.211 -0.3292
Si 1.307 -0.928 0.275 0.0869
I 3.397 0.271 -0.061 0.3255
H 0.811 -1.028 1.628 -0.1201
H -0.984 1.161 -1.840 0.0369


From most stable to least stable, the computed energies give i, ii.


## i
103
Properties=species:S:1:pos:R:3:lowdin_charge:R:1 method="wB97M-V/def2-TZVPD" charge=0
Ru -1.863 -0.577 -0.532 0.9124
N -4.960 0.189 -1.834 0.1503
C -4.203 1.225 -1.319 -0.4718
N -4.659 2.461 -1.182 0.0450
N -3.638 3.135 -0.638 -0.0605
N -2.632 2.348 -0.452 -0.0760
N -2.948 1.114 -0.886 -0.1011
C -4.800 -1.099 -1.360 -0.4810
N -5.713 -2.051 -1.468 0.0425
N -5.131 -3.130 -0.916 -0.0712
N -3.946 -2.840 -0.496 -0.0867
N -3.698 -1.539 -0.764 -0.1023
H -5.908 0.443 -2.063 0.1381
C -1.342 5.283 1.196 -0.1045
C -1.742 4.955 2.632 -0.2482
C -2.118 3.492 2.872 -0.1929
C -0.948 2.513 2.855 -0.1749
N -0.531 2.206 1.489 0.0325
C 0.457 1.393 1.128 -0.7394
S 0.337 0.467 -0.334 0.6864
N 1.589 1.281 1.821 0.0372
C 2.123 2.156 2.860 -0.1756
C 2.237 3.635 2.495 -0.1863
C 3.148 3.925 1.295 -0.2360
C 2.399 4.052 -0.028 -0.1041
H -1.130 6.348 1.091 0.0717
H -2.142 5.023 0.502 0.0530
H -0.453 4.733 0.887 0.0373
H -2.601 5.574 2.905 0.1036
H -0.938 5.232 3.323 0.1021
H -2.865 3.191 2.134 0.0802
H -2.591 3.404 3.854 0.1125
H -1.229 1.576 3.345 0.1212
H -0.134 2.955 3.428 0.0874
H -1.274 2.286 0.784 0.0497
H 2.266 0.624 1.439 0.0497
H 3.124 1.769 3.055 0.1216
H 1.560 2.035 3.787 0.1056
H 2.621 4.135 3.388 0.1147
H 1.248 4.061 2.307 0.0807
H 3.908 3.140 1.223 0.0961
H 3.692 4.854 1.480 0.1037
H 1.859 3.139 -0.286 0.0479
H 3.085 4.273 -0.847 0.0668
H 1.670 4.863 0.022 0.0667
O -0.828 -2.575 -0.164 -0.5960
S -1.218 -3.571 -1.250 1.0439
C 0.310 -4.252 -1.881 -0.3730
C 1.536 -3.702 -1.552 -0.0677
C 2.680 -4.269 -2.095 -0.0699
C 2.591 -5.364 -2.945 -0.0738
C 1.354 -5.914 -3.249 -0.0726
C 0.204 -5.362 -2.706 -0.0800
C -1.581 -2.466 -2.610 -0.4014
C -0.801 -1.308 -2.692 -0.2088
C -1.290 -0.230 -3.420 -0.0808
C -2.472 -0.365 -4.149 -0.0684
C -3.163 -1.565 -4.145 -0.0667
C -2.742 -2.619 -3.339 -0.0947
H 1.573 -2.865 -0.862 0.0783
H 3.654 -3.863 -1.857 0.0774
H 3.491 -5.797 -3.362 0.1058
H 1.285 -6.776 -3.900 0.1076
H -0.769 -5.788 -2.922 0.1139
H 0.178 -1.267 -2.235 0.0504
H -0.728 0.694 -3.442 0.1114
H -2.853 0.475 -4.713 0.1117
H -4.086 -1.661 -4.702 0.1145
H -3.362 -3.497 -3.211 0.1118
O -2.196 -0.275 1.494 -0.2495
N -3.467 -0.496 1.841 -0.1681
C -4.352 0.513 1.783 -0.0131
C -5.674 0.287 2.093 -0.0175
C -6.079 -0.987 2.465 -0.0395
C -5.141 -2.002 2.526 -0.0281
C -3.829 -1.733 2.202 -0.0199
H -3.949 1.462 1.463 0.1035
H -6.371 1.109 2.019 0.1199
H -7.118 -1.186 2.691 0.1147
H -5.417 -3.014 2.783 0.1190
H -3.034 -2.461 2.161 0.1401
C 4.440 1.764 -1.652 -0.1071
C 5.041 0.373 -1.801 -0.2759
C 3.996 -0.724 -1.613 -0.3416
S 3.745 -1.256 0.101 0.9086
O 3.947 -0.063 0.995 -0.5233
C 5.263 -2.218 0.304 -0.3439
C 5.356 -2.739 1.734 -0.2987
C 4.278 -3.764 2.068 -0.1102
H 5.197 2.538 -1.782 0.0807
H 3.993 1.877 -0.667 0.0408
H 3.657 1.928 -2.396 0.0840
H 5.858 0.246 -1.088 0.0948
H 5.478 0.259 -2.796 0.1095
H 4.240 -1.636 -2.161 0.0777
H 3.012 -0.384 -1.944 0.0694
H 6.101 -1.564 0.060 0.0905
H 5.223 -3.041 -0.413 0.0830
H 5.299 -1.888 2.416 0.1020
H 6.347 -3.180 1.867 0.1095
H 3.278 -3.335 1.993 0.0639
H 4.401 -4.139 3.084 0.0730
H 4.324 -4.617 1.388 0.0751


## ii
103
Properties=species:S:1:pos:R:3:lowdin_charge:R:1 method="wB97M-V/def2-TZVPD" charge=0
Ru -0.027 0.249 -0.197 0.8677
N 2.375 0.203 2.240 0.1570
C 1.070 0.257 2.639 -0.4310
N 0.680 0.252 3.923 0.0807
N -0.639 0.276 3.890 0.0589
N -1.003 0.292 2.651 -0.0640
N 0.032 0.276 1.817 -0.0350
C 2.826 0.199 0.928 -0.5042
N 4.111 0.240 0.624 0.0356
N 4.128 0.160 -0.721 -0.0776
N 2.924 0.086 -1.187 -0.0502
N 2.057 0.111 -0.155 -0.1102
H 3.075 0.304 2.955 0.1458
C 4.741 5.804 0.954 -0.1090
C 3.263 5.989 0.626 -0.2638
C 2.340 5.026 1.369 -0.1945
C 2.634 3.553 1.107 -0.2161
N 2.631 3.228 -0.315 0.0509
C 1.570 2.827 -1.008 -0.7448
S -0.005 2.659 -0.305 0.6640
N 1.728 2.536 -2.295 0.0146
C 2.979 2.557 -3.039 -0.1849
C 3.397 3.946 -3.520 -0.1955
C 2.491 4.571 -4.582 -0.2546
C 1.152 5.091 -4.064 -0.1036
H 5.352 6.562 0.464 0.0695
H 5.115 4.829 0.633 0.0635
H 4.915 5.879 2.030 0.0770
H 3.108 5.879 -0.452 0.0872
H 2.964 7.012 0.867 0.1053
H 1.302 5.220 1.090 0.1019
H 2.418 5.195 2.447 0.1174
H 1.883 2.933 1.595 0.0770
H 3.612 3.262 1.492 0.1177
H 3.525 3.220 -0.780 0.1265
H 0.930 2.078 -2.704 0.0808
H 2.840 1.894 -3.894 0.1215
H 3.764 2.093 -2.436 0.0880
H 4.408 3.846 -3.925 0.1133
H 3.474 4.629 -2.667 0.0971
H 2.324 3.843 -5.383 0.1043
H 3.033 5.403 -5.039 0.1022
H 0.488 4.291 -3.740 0.0570
H 0.634 5.658 -4.838 0.0690
H 1.299 5.755 -3.208 0.0738
O -0.114 0.100 -2.358 -0.6337
S -1.473 0.423 -2.950 1.0561
C -1.104 0.380 -4.702 -0.3616
C 0.200 0.154 -5.110 -0.0707
C 0.489 0.176 -6.469 -0.0686
C -0.515 0.422 -7.393 -0.0791
C -1.818 0.652 -6.967 -0.0734
C -2.118 0.636 -5.615 -0.0747
C -2.449 -1.070 -2.853 -0.3812
C -3.801 -0.952 -2.579 -0.0872
C -4.568 -2.104 -2.482 -0.0741
C -3.971 -3.348 -2.637 -0.0758
C -2.607 -3.448 -2.891 -0.0690
C -1.836 -2.302 -3.005 -0.0658
H 0.961 -0.048 -4.366 0.1045
H 1.502 -0.006 -6.804 0.1074
H -0.284 0.437 -8.451 0.1047
H -2.600 0.845 -7.689 0.1070
H -3.131 0.815 -5.274 0.1141
H -4.235 0.024 -2.402 0.1191
H -5.624 -2.032 -2.259 0.1090
H -4.569 -4.246 -2.549 0.1051
H -2.146 -4.422 -3.002 0.1055
H -0.768 -2.353 -3.182 0.1082
O -2.117 0.348 -0.183 -0.3527
N -2.617 -0.302 0.913 -0.1768
C -2.516 0.374 2.140 -0.1780
C -3.410 -0.196 3.168 -0.0606
C -3.828 -1.473 3.053 -0.1073
C -3.546 -2.246 1.888 -0.1041
C -2.975 -1.597 0.834 -0.0797
H -2.621 1.443 1.967 0.1514
H -3.661 0.417 4.021 0.0984
H -4.442 -1.900 3.838 0.1022
H -3.881 -3.268 1.783 0.0908
H -2.817 -2.033 -0.142 0.1086
C 0.838 -4.365 3.505 -0.1089
C -0.420 -4.229 2.656 -0.3016
C -0.113 -4.138 1.166 -0.3259
S 0.736 -2.572 0.808 0.9894
O -0.179 -1.903 -0.213 -0.6068
C 2.215 -3.131 -0.094 -0.3162
C 2.008 -3.196 -1.597 -0.2802
C 1.062 -4.302 -2.044 -0.1075
H 0.591 -4.447 4.563 0.0756
H 1.490 -3.496 3.390 0.0626
H 1.407 -5.254 3.222 0.0760
H -0.987 -3.343 2.953 0.0940
H -1.079 -5.085 2.817 0.1125
H -1.024 -4.071 0.569 0.0875
H 0.486 -4.980 0.818 0.0894
H 2.494 -4.093 0.344 0.0950
H 2.987 -2.404 0.153 0.0657
H 2.993 -3.328 -2.052 0.1180
H 1.645 -2.220 -1.925 0.0790
H 1.388 -5.279 -1.680 0.0781
H 1.014 -4.357 -3.133 0.0776
H 0.050 -4.122 -1.675 0.0429


From most stable to least stable, the computed energies give i, ii.


## i
23
Properties=species:S:1:pos:R:3:lowdin_charge:R:1 method="wB97M-V/def2-TZVPD" spin_multiplicity=2 charge=+1
C 1.401 1.502 0.364 0.0128
C -1.623 2.005 2.024 -0.0353
C 0.160 1.282 1.134 -0.2196
C 0.002 0.574 2.384 0.0911
N -0.907 2.101 0.950 0.1719
N -1.100 1.069 2.927 0.1363
H -2.548 2.515 2.228 0.1525
H -1.454 0.966 3.864 0.1813
H 0.435 -0.303 2.844 0.1615
H 1.115 1.444 -0.682 0.0882
H 2.051 0.642 0.544 0.0934
H 1.934 2.402 0.636 0.1152
C -0.181 -0.904 -1.488 -0.3101
C -1.075 -1.855 -2.299 -0.1133
C 1.252 -1.506 -1.382 -0.1184
H -0.120 0.088 -1.934 0.0921
H -0.536 -0.929 -0.450 0.0802
H -0.750 -1.891 -3.348 0.0812
H 1.999 -0.706 -1.432 0.0514
H -2.122 -1.549 -2.344 0.0714
H -0.912 -2.847 -1.893 0.0742
H 1.412 -1.976 -0.425 0.0630
H 1.569 -2.125 -2.222 0.0789


## ii
23
Properties=species:S:1:pos:R:3:lowdin_charge:R:1 method="wB97M-V/def2-TZVPD" spin_multiplicity=2 charge=+1
C -2.136 -0.355 -0.444 -0.1509
C -2.071 1.153 -0.787 -0.0851
C -0.812 -0.983 -0.345 -0.1714
C 0.266 -1.052 -1.203 0.1019
C 0.396 -2.632 0.312 -0.0368
N -0.776 -2.035 0.589 0.1809
N 1.056 -2.061 -0.735 0.1317
H -2.679 -0.345 0.510 0.1350
H -2.906 -0.758 -1.097 0.1420
H -1.150 1.585 -0.408 0.0500
H 0.349 -0.692 -2.224 0.1710
H 0.837 -3.426 0.912 0.1587
H 1.974 -2.314 -1.109 0.1919
H -2.808 1.888 -0.429 0.0953
H -1.917 1.426 -1.842 0.0826
C 2.355 2.550 1.094 -0.1906
C 1.235 3.569 1.295 -0.1647
H 2.184 1.541 1.527 0.0564
H 2.438 2.434 0.010 0.0481
H 3.367 2.823 1.429 0.0691
H 1.356 4.336 0.512 0.0717
H 1.345 4.065 2.267 0.0703
H 0.257 3.112 1.161 0.0429


From most stable to least stable, the computed energies give i, ii.


## i
104
Properties=species:S:1:pos:R:3:lowdin_charge:R:1 method="wB97M-V/def2-TZVPD" charge=0 smiles="O=[N+]([O-])c1ccccc1.O=[N+]([O-])c1ccccc1.O=[N+]([O-])c1ccccc1.O=[N+]([O-])c1ccccc1.ClCCCl.ClCCCl.ClCCCl.ClCCCl.ClCCCl.ClCCCl"
O -1.374 -0.733 2.909 -0.0335
N -1.902 -1.608 3.631 -0.2918
O -1.525 -1.973 4.731 0.0640
C -3.133 -2.277 3.026 -0.1111
C -3.914 -3.139 3.821 0.0052
C -5.075 -3.716 3.249 -0.0537
C -5.459 -3.373 1.949 -0.0726
C -4.680 -2.541 1.190 -0.0867
C -3.543 -1.977 1.730 -0.0383
H -3.731 -3.416 4.849 0.1117
H -5.640 -4.424 3.836 0.1030
H -6.372 -3.827 1.594 0.1097
H -5.108 -2.231 0.248 0.0918
H -3.008 -1.297 1.084 0.0709
O -2.046 -1.646 -3.148 0.0369
N -1.769 -0.434 -3.290 -0.3181
O -0.996 0.188 -2.590 0.0186
C -2.268 0.287 -4.447 -0.1460
C -3.232 -0.234 -5.284 -0.0173
C -3.783 0.485 -6.307 -0.0773
C -3.496 1.825 -6.493 -0.0619
C -2.513 2.379 -5.684 -0.0592
C -1.856 1.594 -4.742 0.0029
H -3.656 -1.212 -5.106 0.1227
H -4.606 0.046 -6.851 0.1101
H -3.974 2.439 -7.242 0.1090
H -2.243 3.418 -5.803 0.1101
H -1.173 2.087 -4.066 0.1056
O 1.643 2.483 -4.365 0.0558
N 2.082 3.577 -4.075 -0.3392
O 1.449 4.561 -4.444 0.0509
C 3.251 3.832 -3.208 -0.1377
C 3.962 2.716 -2.768 -0.0285
C 4.933 2.909 -1.821 -0.0884
C 5.220 4.237 -1.413 -0.0451
C 4.489 5.354 -1.854 -0.0523
C 3.568 5.133 -2.875 -0.0127
H 3.737 1.694 -3.034 0.0822
H 5.422 2.088 -1.319 0.0835
H 6.011 4.376 -0.690 0.1010
H 4.607 6.391 -1.577 0.1072
H 3.020 6.033 -3.114 0.1190
O -3.678 -5.790 -1.028 0.0743
N -3.030 -5.889 -0.005 -0.3656
O -3.220 -6.824 0.721 0.0762
C -2.072 -4.894 0.484 -0.1378
C -1.671 -3.908 -0.443 0.0021
C -0.585 -3.075 -0.162 -0.0762
C 0.192 -3.191 0.986 -0.0865
C -0.147 -4.137 1.888 -0.0610
C -1.296 -4.974 1.659 0.0223
H -2.198 -3.740 -1.370 0.1074
H -0.417 -2.268 -0.859 0.0539
H 1.058 -2.569 1.156 0.0827
H 0.448 -4.239 2.783 0.1084
H -1.560 -5.803 2.299 0.1097
Cl -0.985 1.081 6.188 0.5794
C -2.132 2.161 5.330 -0.6034
C -1.522 2.632 3.999 -0.6905
Cl -0.067 3.638 4.228 0.5546
H -2.127 3.095 5.892 0.0518
H -3.151 1.775 5.365 0.0795
H -2.207 3.337 3.528 0.0355
H -1.341 1.791 3.330 0.0134
Cl 1.175 -2.510 -3.167 0.5659
C 1.845 -1.399 -4.435 -0.6044
C 3.321 -1.625 -4.923 -0.6261
Cl 4.439 -1.147 -3.653 0.5613
H 1.633 -0.409 -4.030 0.0383
H 1.185 -1.541 -5.290 0.0632
H 3.591 -0.946 -5.732 0.0621
H 3.602 -2.615 -5.282 0.0706
Cl 8.710 -0.095 3.031 0.5140
C 6.970 -0.223 3.447 -0.6524
C 6.087 -0.158 2.155 -0.6395
Cl 6.227 -1.673 1.165 0.4935
H 6.770 0.583 4.154 0.0091
H 6.942 -1.220 3.886 0.0555
H 6.367 0.651 1.481 0.0521
H 5.013 -0.124 2.337 -0.0153
Cl -3.993 1.919 1.744 0.5298
C -4.299 2.815 0.178 -0.5548
C -3.771 1.992 -1.025 -0.6696
Cl -4.367 0.336 -0.957 0.5981
H -3.824 3.787 0.310 0.0718
H -5.382 2.898 0.092 0.0639
H -2.682 1.937 -1.029 -0.0066
H -4.006 2.395 -2.009 0.0728
Cl 3.381 0.567 -0.021 0.6423
C 1.669 0.740 -0.435 -0.6257
C 0.764 0.689 0.767 -0.6649
Cl -0.965 0.915 0.522 0.6743
H 1.359 -0.008 -1.164 0.0510
H 1.487 1.732 -0.850 0.0735
H 1.073 1.460 1.473 0.0608
H 0.871 -0.221 1.358 0.0051
Cl 2.433 -1.133 3.356 0.5964
C 1.864 0.195 4.393 -0.6479
C 2.689 0.440 5.664 -0.5635
Cl 4.461 0.904 5.393 0.5356
H 0.809 -0.045 4.519 0.0057
H 1.934 1.098 3.786 0.0489
H 2.786 -0.445 6.292 0.0627
H 2.221 1.200 6.290 0.0608


## ii
104
Properties=species:S:1:pos:R:3:lowdin_charge:R:1 method="wB97M-V/def2-TZVPD" charge=0 smiles="O=[N+]([O-])c1ccccc1.O=[N+]([O-])c1ccccc1.O=[N+]([O-])c1ccccc1.O=[N+]([O-])c1ccccc1.ClCCCl.ClCCCl.ClCCCl.ClCCCl.ClCCCl.ClCCCl"
O -0.636 -3.532 -1.268 0.0853
N 0.415 -2.921 -1.254 -0.3438
O 0.605 -1.796 -1.638 0.0471
C 1.561 -3.602 -0.652 -0.1686
C 1.492 -4.090 0.654 -0.0213
C 2.600 -4.678 1.222 -0.0749
C 3.807 -4.723 0.509 -0.0598
C 3.840 -4.329 -0.826 -0.0520
C 2.707 -3.770 -1.380 -0.0069
H 0.563 -3.897 1.181 0.1153
H 2.520 -4.985 2.256 0.1080
H 4.643 -5.248 0.952 0.1074
H 4.777 -4.496 -1.337 0.1113
H 2.720 -3.354 -2.385 0.1142
O 2.345 3.195 3.147 0.0677
N 1.706 3.679 4.066 -0.3548
O 0.754 4.417 3.953 0.0756
C 2.204 3.372 5.413 -0.1500
C 2.033 4.263 6.465 -0.0063
C 2.334 3.860 7.747 -0.0700
C 2.686 2.544 8.007 -0.0657
C 2.819 1.621 6.970 -0.0550
C 2.550 2.056 5.685 -0.0470
H 1.561 5.203 6.197 0.1226
H 2.284 4.550 8.579 0.1087
H 2.900 2.226 9.019 0.1080
H 3.005 0.591 7.237 0.0746
H 2.677 1.367 4.855 0.0775
O 1.911 0.410 -4.014 0.0759
N 2.423 -0.425 -4.731 -0.3463
O 2.782 -1.515 -4.346 0.0782
C 2.663 -0.042 -6.120 -0.1503
C 2.006 1.048 -6.658 -0.0015
C 2.176 1.348 -7.999 -0.0637
C 3.050 0.612 -8.785 -0.0619
C 3.759 -0.443 -8.203 -0.0633
C 3.554 -0.782 -6.881 -0.0036
H 1.374 1.638 -6.008 0.1164
H 1.633 2.184 -8.418 0.1087
H 3.261 0.868 -9.814 0.1079
H 4.478 -0.941 -8.840 0.1085
H 3.981 -1.685 -6.465 0.1198
O -8.422 -2.675 0.083 0.0778
N -7.599 -3.562 0.184 -0.3579
O -7.869 -4.722 0.397 0.0839
C -6.184 -3.167 0.123 -0.1441
C -5.866 -1.863 -0.266 0.0095
C -4.556 -1.455 -0.096 -0.0833
C -3.600 -2.350 0.374 -0.1029
C -3.910 -3.671 0.642 -0.0560
C -5.234 -4.084 0.496 0.0010
H -6.669 -1.200 -0.548 0.1210
H -4.310 -0.437 -0.372 0.0910
H -2.571 -2.029 0.489 0.0509
H -3.090 -4.309 0.941 0.1084
H -5.395 -5.145 0.635 0.1233
Cl -0.128 0.609 4.224 0.6147
C -1.399 -0.379 3.495 -0.6509
C -0.928 -1.809 3.263 -0.6429
Cl -0.562 -2.596 4.819 0.5854
H -1.506 0.078 2.511 -0.0021
H -2.288 -0.233 4.101 0.0755
H 0.016 -1.667 2.742 0.0038
H -1.666 -2.447 2.791 0.0548
Cl -4.178 -2.546 -5.000 0.5420
C -3.244 -2.008 -3.577 -0.6569
C -2.075 -1.141 -3.982 -0.6701
Cl -2.541 0.444 -4.662 0.5327
H -2.857 -2.891 -3.075 0.0662
H -3.901 -1.427 -2.936 0.0525
H -1.340 -1.658 -4.591 0.0771
H -1.583 -0.868 -3.045 0.0329
Cl -2.231 6.323 0.458 0.5378
C -1.693 4.805 1.196 -0.7035
C -2.651 4.205 2.178 -0.6557
Cl -2.793 5.227 3.632 0.5550
H -0.738 5.095 1.639 0.0530
H -1.402 4.098 0.417 0.0286
H -2.381 3.163 2.360 0.0695
H -3.641 4.114 1.728 0.0708
Cl -2.957 5.635 -5.361 0.5848
C -1.451 4.817 -4.977 -0.6952
C -0.663 5.540 -3.895 -0.6030
Cl -0.848 4.728 -2.288 0.5489
H -0.790 4.825 -5.854 0.0702
H -1.533 3.741 -4.833 0.0539
H -1.075 6.534 -3.756 0.0528
H 0.405 5.592 -4.074 0.0665
Cl 4.101 -1.931 6.375 0.5889
C 2.786 -2.029 5.228 -0.7170
C 3.277 -2.161 3.805 -0.6633
Cl 4.296 -0.790 3.307 0.5528
H 2.144 -1.153 5.319 0.0304
H 2.219 -2.911 5.517 0.0425
H 2.461 -2.191 3.085 0.0288
H 3.906 -3.045 3.714 0.0623
Cl -1.431 0.373 -0.098 0.6350
C -0.008 1.228 -0.700 -0.6285
C 1.128 1.317 0.301 -0.6021
Cl 1.567 -0.281 0.914 0.6189
H -0.336 2.204 -1.049 0.0238
H 0.355 0.680 -1.568 0.0459
H 0.890 1.915 1.181 0.0509
H 2.019 1.745 -0.153 0.0865


From most stable to least stable, the computed energies give ii, i.